Entry from the Open Molecules 2025 dataset: one molecule with the formula C2H5PS in a non-equilibrium geometry (ωB97M-V with the def2-TZVPD basis set).

Last column: natural (NBO) charge in e.
Cartesian coordinates (Å):
1 P 1.376655 -1.074774 0.050810  0.32
2 C -0.133848 -0.297844 -0.658288  -0.58
3 C -0.718736 0.907744 -0.031117  -0.44
4 S -1.762053 -0.633146 0.161574  0.06
5 H 1.140838 -1.290077 1.483848  0.00
6 H 2.032006 0.011726 0.360821  -0.05
7 H -0.337936 -0.506871 -1.669580  0.25
8 H -0.353290 1.327620 0.924165  0.23
9 H -1.243636 1.555620 -0.622234  0.22

Forces on atoms 1 to 6 (eV/Å):
P -0.9 -2.9 0.1
C -0.5 0.0 2.3
C 0.1 -1.9 1.6
S 0.7 0.5 0.3
H -0.6 0.2 -1.1
H 1.5 2.6 0.3

Computed properties:
Energy relative to the best compared isomer or geometry (same formula, charge and spin) = 62.41 kJ/mol
HOMO level = -8.84 eV